{
  "formula": "C6H14N2",
  "method": "wB97M-V/def2-TZVPD",
  "max_force_ev_per_a": 1.034,
  "e_homo_ev": -8.778,
  "smiles": "C/C(N)=C/CCCN",
  "lumo_ev": 0.97,
  "spin_multiplicity": 1,
  "charge": 0,
  "gap_ha": 0.358,
  "elements": ["C", "C", "C", "N", "C", "C", "C", "N", "H", "H", "H", "H", "H", "H", "H", "H", "H", "H", "H", "H", "H", "H"],
  "coordinates": [[2.42483, -0.43033, 0.93658], [1.42674, -1.17885, 0.05297], [-0.03239, -0.71036, 0.26257], [-2.71212, 0.53126, 0.00597], [-1.64228, 0.82572, -0.92544], [-0.42324, 0.32694, -0.75486], [-2.03314, 1.84050, -1.96269], [2.37669, -0.71864, 2.37313], [2.24757, 0.64457, 0.79607], [3.45860, -0.55050, 0.60454], [1.76679, -1.04503, -0.97557], [1.49569, -2.25077, 0.26491], [-0.04321, -0.26431, 1.26616], [-0.73573, -1.54003, 0.29958], [-3.22961, -0.30627, -0.24237], [-2.30615, 0.37906, 0.92099], [0.31085, 0.64245, -1.48158], [-2.67898, 2.57695, -1.49525], [-1.16628, 2.27284, -2.45789], [-2.64906, 1.33911, -2.70078], [2.73071, -1.65965, 2.51785], [1.41374, -0.72466, 2.69510]]
}

{
  "formula": "C6H14N2",
  "method": "wB97M-V/def2-TZVPD",
  "max_force_ev_per_a": 0.656,
  "e_homo_ev": -5.634,
  "lumo_ev": 0.50,
  "spin_multiplicity": 1,
  "charge": 0,
  "gap_ha": 0.225,
  "elements": ["C", "C", "C", "C", "C", "N", "N", "C", "H", "H", "H", "H", "H", "H", "H", "H", "H", "H", "H", "H", "H", "H"],
  "coordinates": [[0.15838, 0.71387, -0.64656], [0.83400, 0.05703, 0.39949], [-1.46206, -2.20078, 0.00819], [2.56748, 1.30082, -0.15996], [-1.04399, -1.03136, 0.83792], [-0.62492, 1.78317, -0.40062], [0.24417, 0.26519, -1.91298], [-1.62927, -0.68916, 1.97818], [-1.24154, 2.11677, -1.12329], [-1.00315, 1.83858, 0.53233], [-0.11730, 0.81690, -2.67298], [1.02125, -0.33270, -2.13856], [0.80865, 0.45327, 1.39638], [1.38145, -0.84587, 0.20858], [-0.62726, -2.89861, -0.13003], [-1.76038, -1.88558, -0.99830], [-2.29860, -2.77085, 0.44324], [-1.28292, 0.15341, 2.58123], [-2.47686, -1.23435, 2.40930], [3.16952, 1.16353, 0.73745], [2.31989, 2.35084, -0.31424], [3.06344, 0.87586, -1.03478]]
}

{
  "formula": "C6H14N2",
  "method": "wB97M-V/def2-TZVPD",
  "max_force_ev_per_a": 3.481,
  "e_homo_ev": -8.402,
  "smiles": "CCC(CC)=NNC",
  "lumo_ev": 1.08,
  "spin_multiplicity": 1,
  "charge": 0,
  "gap_ha": 0.349,
  "elements": ["C", "C", "C", "C", "C", "C", "H", "H", "H", "H", "H", "H", "H", "H", "H", "H", "H", "H", "H", "H", "N", "N"],
  "coordinates": [[1.58946, -0.45158, 1.70474], [0.94255, 0.31400, 0.56839], [0.01587, -0.29886, -0.44568], [0.37753, -0.42345, -1.87532], [0.66070, 0.86391, -2.68395], [-2.36185, 0.25154, 1.40788], [2.28775, 0.06258, 2.39245], [0.78157, -0.93593, 2.32076], [2.20768, -1.22214, 1.26055], [0.37879, 1.20519, 1.02187], [1.75596, 0.73363, -0.04408], [1.28178, -1.04730, -1.92226], [-0.37172, -1.07209, -2.36556], [1.58082, 1.47713, -2.32605], [1.00662, 0.54218, -3.68377], [-0.21931, 1.52245, -2.83314], [-1.63931, -1.57056, 1.84262], [-2.05919, 1.21278, 0.92323], [-2.64013, 0.52419, 2.42976], [-3.27174, -0.10584, 0.90483], [-1.02907, -0.91995, -0.01731], [-1.27478, -0.66188, 1.42003]]
}

{
  "formula": "C6H14N2",
  "method": "wB97M-V/def2-TZVPD",
  "max_force_ev_per_a": 1.808,
  "e_homo_ev": -7.696,
  "smiles": "CN/C=C/C[C@H](C)N",
  "lumo_ev": 1.11,
  "spin_multiplicity": 1,
  "charge": 0,
  "gap_ha": 0.324,
  "elements": ["C", "C", "C", "C", "C", "N", "C", "N", "H", "H", "H", "H", "H", "H", "H", "H", "H", "H", "H", "H", "H", "H"],
  "coordinates": [[-1.60503, -1.91695, 0.87025], [-1.71138, -0.71373, -0.08051], [-0.59428, -0.71040, -1.07933], [0.79780, -0.39817, -0.53003], [1.18726, 0.77495, -0.01820], [2.50050, 1.12010, 0.27850], [2.76482, 2.38567, 0.94398], [-3.08936, -0.59495, -0.60150], [-2.37320, -1.95856, 1.64236], [-0.66782, -1.69244, 1.38836], [-1.61395, -2.89936, 0.39951], [-1.64198, 0.18441, 0.54247], [-0.78062, -0.01105, -1.90131], [-0.43595, -1.65977, -1.60245], [1.58160, -1.08905, -0.82000], [0.42309, 1.52857, 0.13407], [3.06690, 0.33732, 0.56214], [3.79645, 2.61688, 0.69101], [2.57601, 2.33865, 2.02996], [2.06584, 3.14830, 0.61716], [-3.39574, -1.48986, -0.97604], [-3.18397, 0.08363, -1.35803]]
}

{
  "formula": "C6H14N2",
  "method": "wB97M-V/def2-TZVPD",
  "max_force_ev_per_a": 2.490,
  "e_homo_ev": -9.141,
  "smiles": "[H]/N=C(/N)C(C)(C)CC",
  "lumo_ev": 0.86,
  "spin_multiplicity": 1,
  "charge": 0,
  "gap_ha": 0.367,
  "elements": ["C", "C", "C", "C", "C", "C", "N", "N", "H", "H", "H", "H", "H", "H", "H", "H", "H", "H", "H", "H", "H", "H"],
  "coordinates": [[-0.22291, -0.27053, 0.13759], [1.30513, -0.54584, 0.02579], [-0.70119, -1.05961, 1.38233], [-0.95753, -0.83411, -1.09384], [2.09312, 0.09906, -1.11011], [-0.65590, 1.20856, 0.29955], [-1.92448, 1.51500, 0.70420], [0.07177, 2.23989, 0.03158], [-2.00969, 2.52051, 0.82521], [-2.26667, 1.01694, 1.51471], [0.99938, 1.98598, -0.29802], [1.79789, -0.29011, 0.97242], [1.43491, -1.63219, -0.09077], [-2.04539, -0.75098, -0.98163], [-1.79142, -1.05164, 1.48698], [-0.39710, -2.11154, 1.32924], [-0.27819, -0.63287, 2.29951], [-0.72585, -1.89446, -1.24558], [-0.69217, -0.29280, -2.00729], [2.60192, 1.00455, -0.76237], [2.88868, -0.57529, -1.44519], [1.47570, 0.35147, -1.97432]]
}

{
  "formula": "C6H14N2",
  "method": "wB97M-V/def2-TZVPD",
  "max_force_ev_per_a": 1.306,
  "e_homo_ev": [-6.969, -6.959],
  "lumo_ev": [0.63, 0.87],
  "spin_multiplicity": 1,
  "charge": 0,
  "gap_ha": [0.279, 0.288],
  "elements": ["C", "C", "C", "C", "C", "N", "C", "N", "H", "H", "H", "H", "H", "H", "H", "H", "H", "H", "H", "H", "H", "H"],
  "coordinates": [[-0.43577, -0.35276, -0.10955], [-0.45354, -1.80915, 0.25607], [-0.67976, -0.03454, -1.55488], [-2.69650, 0.36728, 0.86865], [2.30943, 1.53012, -0.35719], [-0.45070, 0.63614, 0.75704], [1.85527, 0.22416, 0.20125], [2.46928, -0.66536, 0.80942], [-0.28526, 0.27889, 1.69793], [3.48091, -0.50475, 0.95870], [-1.26711, -2.33152, -0.24890], [-0.54169, -1.95447, 1.33137], [0.49243, -2.24786, -0.06897], [-1.66918, -0.39056, -1.85041], [-0.62404, 1.03784, -1.72650], [0.05726, -0.55297, -2.17214], [-3.09987, -0.60806, 0.61663], [-2.74857, 0.61275, 1.92188], [-2.95374, 1.16095, 0.18084], [3.39541, 1.66348, -0.24770], [2.05206, 1.59538, -1.41587], [1.79369, 2.34502, 0.15231]]
}

{
  "formula": "C6H14N2",
  "method": "wB97M-V/def2-TZVPD",
  "max_force_ev_per_a": 3.221,
  "e_homo_ev": -6.165,
  "lumo_ev": -3.01,
  "spin_multiplicity": 1,
  "charge": 0,
  "gap_ha": 0.116,
  "elements": ["C", "N", "C", "C", "C", "C", "C", "N", "H", "H", "H", "H", "H", "H", "H", "H", "H", "H", "H", "H", "H", "H"],
  "coordinates": [[-2.72238, 1.85059, 0.73285], [-2.42781, 0.80380, 1.63148], [1.32044, -0.20220, -0.98082], [0.05409, -0.41379, -0.20260], [-0.82388, -1.64454, -0.48915], [-0.33593, -2.77111, -0.98934], [2.56979, -0.41290, -0.21704], [2.91407, 1.07561, 0.34077], [-2.74843, 2.85190, 1.19124], [-2.08701, 1.93273, -0.15762], [-3.78803, 1.77395, 0.26488], [-2.68815, 1.14907, 2.55434], [1.18731, 0.77976, -1.43559], [0.24546, -0.57833, 0.87924], [-0.53348, 0.50401, -0.29651], [-1.85485, -1.49669, -0.20486], [-0.87729, -3.70403, -0.89563], [0.67255, -2.84203, -1.36970], [3.48188, -0.61403, -0.78255], [2.54811, -1.01444, 0.68875], [3.74253, 1.41651, -0.14747], [2.15100, 1.55617, -0.11464]]
}

{
  "formula": "C6H14N2",
  "method": "wB97M-V/def2-TZVPD",
  "max_force_ev_per_a": 2.637,
  "e_homo_ev": -8.170,
  "smiles": "C=C(C(C)C)N(C)N",
  "lumo_ev": 0.97,
  "spin_multiplicity": 1,
  "charge": 0,
  "gap_ha": 0.336,
  "elements": ["C", "C", "C", "C", "N", "C", "N", "C", "H", "H", "H", "H", "H", "H", "H", "H", "H", "H", "H", "H", "H", "H"],
  "coordinates": [[-1.05902, 0.49982, 0.06642], [2.54743, -0.47308, -0.23194], [-1.39798, 0.80195, -1.39219], [-2.31659, -0.10544, 0.80236], [1.32193, 0.25694, 0.00490], [0.07037, -0.47115, 0.15975], [1.46586, 1.39198, 0.83236], [-0.00672, -1.79576, 0.14235], [-0.78132, 1.42033, 0.58323], [1.92360, 1.15242, 1.71522], [2.03429, 2.08708, 0.35376], [2.88370, -1.04235, 0.64769], [3.33475, 0.23488, -0.50575], [2.40066, -1.16244, -1.06132], [-0.54494, 1.26156, -1.88480], [-1.65034, -0.11390, -1.92272], [-2.24874, 1.47816, -1.44963], [-3.07213, 0.67419, 0.87172], [-2.06245, -0.43523, 1.80649], [-2.74099, -0.93480, 0.24258], [-0.95933, -2.29140, 0.10974], [0.85794, -2.43376, 0.10976]]
}

{
  "formula": "C6H14N2",
  "method": "wB97M-V/def2-TZVPD",
  "max_force_ev_per_a": 6.315,
  "e_homo_ev": [-5.350, -9.699],
  "lumo_ev": [0.91, -0.13],
  "spin_multiplicity": 3,
  "charge": 0,
  "gap_ha": [0.230, 0.352],
  "elements": ["C", "C", "C", "C", "C", "C", "N", "N", "H", "H", "H", "H", "H", "H", "H", "H", "H", "H", "H", "H", "H", "H"],
  "coordinates": [[1.84488, -0.34021, 0.04555], [2.69095, -1.55279, -0.04245], [2.29782, 1.05520, 0.35856], [-2.15079, 0.54917, -1.16454], [-2.29070, -0.24271, 1.21471], [-1.99282, -0.64922, -0.21421], [0.49384, -0.52668, -0.07151], [-0.73514, -1.30328, -0.60564], [2.68739, -2.27842, 0.82626], [3.70678, -1.40293, -0.45705], [2.14235, -2.16473, -0.73712], [1.66106, 1.91702, 0.14918], [3.24452, 1.20856, -0.21612], [2.43546, 1.10569, 1.41990], [-1.47262, 1.30772, -0.80978], [-1.99780, 0.31663, -2.22929], [-3.20734, 1.03153, -0.92756], [-3.37336, -0.40097, 1.46902], [-2.08795, 0.73400, 1.31787], [-1.83235, -0.95612, 2.03207], [-2.69839, -1.38721, -0.53056], [-0.11802, 0.16538, 0.26560]]
}

{
  "formula": "C6H14N2O",
  "method": "wB97M-V/def2-TZVPD",
  "max_force_ev_per_a": 3.251,
  "e_homo_ev": -8.944,
  "smiles": "C=C(C)[C@H](C)N.NC=O",
  "lumo_ev": 0.80,
  "spin_multiplicity": 1,
  "charge": 0,
  "gap_ha": 0.358,
  "elements": ["C", "C", "N", "C", "O", "H", "H", "H", "H", "H", "H", "H", "C", "C", "N", "C", "H", "H", "H", "H", "H", "H", "H"],
  "coordinates": [[-0.85113, -0.73042, -0.36552], [-0.72919, -1.05908, -1.85562], [-2.25772, -0.82550, 0.00087], [2.33818, -1.12702, 0.71658], [2.18216, -1.57927, 1.83277], [-0.32701, -1.51488, 0.19196], [-2.34367, -0.91369, 1.01060], [-2.73486, 0.03268, -0.26864], [2.37247, -1.73507, -0.20134], [-1.50183, -1.76797, -2.17733], [-0.84485, -0.18020, -2.49666], [0.23548, -1.53287, -2.07067], [-0.51007, 1.02013, 1.55368], [-0.24633, 0.71675, 0.09356], [2.31564, 0.24092, 0.45676], [-0.14829, 1.76443, -0.76452], [2.51663, 0.57844, -0.47669], [2.40344, 0.85578, 1.26142], [-0.16472, 0.19019, 2.17641], [0.01072, 1.92840, 1.87683], [-1.57164, 1.20252, 1.74039], [-0.18049, 2.79055, -0.40928], [0.03707, 1.64517, -1.82556]]
}

{
  "formula": "C6H14N2O",
  "method": "wB97M-V/def2-TZVPD",
  "max_force_ev_per_a": 4.908,
  "e_homo_ev": [-8.668, -8.316],
  "lumo_ev": [0.33, 0.17],
  "spin_multiplicity": 1,
  "charge": 0,
  "gap_ha": [0.331, 0.312],
  "elements": ["C", "C", "C", "C", "C", "C", "N", "N", "O", "H", "H", "H", "H", "H", "H", "H", "H", "H", "H", "H", "H", "H", "H"],
  "coordinates": [[2.22770, 0.94462, 0.20935], [3.70484, 1.38505, 0.28883], [-2.34689, 1.87703, 0.33150], [0.31524, -2.41169, -0.21815], [-2.15158, 0.36676, -0.29768], [-0.91735, -1.62131, -0.72919], [2.76023, -0.36235, 0.30857], [-1.00541, -0.31466, 0.13486], [4.00397, 0.12751, 0.52881], [1.74429, 1.50725, 1.10991], [1.63513, 1.17916, -0.67413], [-0.91836, -0.55402, 1.15223], [4.18844, 2.12254, 0.72679], [-1.43045, 2.45051, 0.30878], [-3.03559, 2.37828, -0.34558], [-2.54038, 1.70718, 1.32299], [0.12028, -2.70980, 0.77381], [0.44684, -3.17394, -0.83520], [1.23536, -1.85896, -0.27954], [-3.24225, -0.08874, -0.16029], [-2.16678, 0.44282, -1.35353], [-0.83257, -1.24902, -1.77544], [-1.79470, -2.14423, -0.52770]]
}

{
  "formula": "C6H14N2O",
  "method": "wB97M-V/def2-TZVPD",
  "max_force_ev_per_a": 3.332,
  "e_homo_ev": -7.894,
  "lumo_ev": 0.83,
  "spin_multiplicity": 1,
  "charge": 0,
  "gap_ha": 0.320,
  "elements": ["C", "C", "C", "N", "H", "H", "H", "H", "H", "H", "H", "H", "H", "C", "C", "C", "N", "O", "H", "H", "H", "H", "H"],
  "coordinates": [[1.16393, -0.08124, 0.36456], [2.43607, -0.62759, -0.25961], [1.23323, 1.40625, 0.62831], [0.75643, -0.81005, 1.53591], [-0.60916, -0.25735, 0.04673], [0.96431, -1.79958, 1.50723], [1.04394, -0.39213, 2.41187], [1.30469, 1.95075, -0.31578], [0.33827, 1.75562, 1.15165], [2.34988, -1.69769, -0.46800], [2.66521, -0.11812, -1.19771], [3.28591, -0.48222, 0.41824], [2.11032, 1.65909, 1.23405], [-2.71259, 0.80085, -0.35753], [-1.95700, -0.48384, -0.30303], [-0.00773, -0.23337, -1.15640], [-2.36177, -1.67601, -0.34448], [-0.01867, 0.72008, -1.93139], [-3.38381, -1.73702, -0.42796], [0.06868, -1.28656, -1.45230], [-3.78127, 0.63398, -0.51344], [-2.30733, 1.42163, -1.15923], [-2.58156, 1.33452, 0.58833]]
}

We obtain energy relative to the best compared isomer or geometry (same formula, charge and spin) values of 85.3, 544.3, 212.5, 125.7, 6.1, 554.9, 853.2, 167.0, 0.0, 195.6, 780.6, 462.0 kJ/mol for the records listed above, in that order.